Entry from OMol25: a cluster of 8 separate species, C26H54N6O10 in total (the ωB97M-V functional and the def2-TZVPD basis).

Values from the calculation:
* LUMO: -0.03 eV
* relative energy (zero: lowest compared OMol25 entry of this formula, charge and spin): 0.0 kcal per mole
* SMILES string: O=C1CCCO1.O=C1CCCO1.CNC(C)=O.CNC(C)=O.CNC(C)=O.CNC(C)=O.CNC(C)=O.CNC(C)=O
* DFT total energy: -57253.627 eV
* HOMO level: -9.460 eV

Positions of all 96 atoms, in Å:
O 15.679 -10.887 2.690
C 16.114 -11.972 3.003
C 15.583 -13.387 2.551
C 16.455 -14.328 3.349
C 17.668 -13.499 3.702
O 17.227 -12.127 3.732
H 14.523 -13.625 2.640
H 15.782 -13.505 1.486
H 15.917 -14.575 4.264
H 16.709 -15.184 2.724
H 18.119 -13.848 4.630
H 18.378 -13.679 2.894
O 11.539 -16.005 10.677
C 11.393 -16.878 9.821
C 10.142 -17.285 9.058
C 10.617 -17.970 7.811
C 12.012 -18.415 8.186
O 12.444 -17.549 9.282
H 9.466 -17.942 9.606
H 9.542 -16.420 8.775
H 10.062 -18.861 7.520
H 10.661 -17.315 6.941
H 11.971 -19.469 8.460
H 12.689 -18.249 7.348
C 12.065 -19.710 -5.444
N 12.200 -18.660 -6.469
C 12.784 -17.484 -6.249
C 12.937 -16.538 -7.460
O 13.167 -17.076 -5.118
H 13.000 -19.906 -4.918
H 11.654 -20.656 -5.797
H 11.281 -19.451 -4.732
H 11.896 -18.903 -7.401
H 13.760 -15.835 -7.338
H 12.061 -15.891 -7.494
H 13.048 -17.127 -8.370
C 17.759 -24.535 -3.867
N 17.618 -23.434 -4.874
C 18.330 -22.301 -4.863
C 17.956 -21.159 -5.819
O 19.276 -22.107 -4.089
H 16.769 -24.870 -3.557
H 18.328 -24.188 -3.004
H 18.352 -25.344 -4.293
H 16.871 -23.410 -5.553
H 17.246 -21.446 -6.595
H 18.912 -20.898 -6.273
H 17.531 -20.341 -5.237
C 6.392 -10.584 4.670
N 6.739 -10.892 3.301
C 7.629 -11.799 2.828
C 8.046 -11.682 1.371
O 8.153 -12.699 3.485
H 7.213 -10.524 5.384
H 5.649 -11.304 5.013
H 5.882 -9.622 4.726
H 6.265 -10.288 2.645
H 9.110 -11.866 1.221
H 7.674 -10.810 0.834
H 7.468 -12.478 0.903
C 11.400 -18.034 0.270
N 12.610 -18.496 -0.228
C 13.574 -18.941 0.571
C 14.876 -19.467 -0.123
O 13.407 -19.089 1.789
H 11.530 -17.447 1.179
H 10.794 -18.897 0.544
H 11.015 -17.340 -0.478
H 12.895 -18.268 -1.170
H 15.185 -18.703 -0.836
H 14.827 -20.442 -0.609
H 15.715 -19.456 0.572
C 19.024 -14.063 -3.349
N 17.783 -13.537 -3.777
C 17.309 -12.300 -3.608
C 18.216 -11.313 -2.864
O 16.262 -11.874 -4.170
H 19.889 -13.431 -3.546
H 19.196 -15.097 -3.650
H 18.944 -14.116 -2.263
H 17.082 -14.080 -4.260
H 18.933 -10.801 -3.506
H 18.766 -11.761 -2.037
H 17.501 -10.594 -2.464
C 19.573 -20.788 7.122
N 20.932 -21.330 7.145
C 21.621 -21.697 8.259
C 22.990 -22.174 7.921
O 21.127 -21.736 9.396
H 19.705 -19.707 7.157
H 18.850 -21.065 7.889
H 19.086 -20.762 6.148
H 21.455 -21.289 6.282
H 23.566 -21.314 7.581
H 22.912 -22.979 7.190
H 23.404 -22.604 8.833

***

Entry from OMol25: an isolated molecule of C5H10N2O2S (the ωB97M-V functional and the def2-TZVPD basis).

Values from the calculation:
* LUMO: 0.75 eV
* relative energy (zero: lowest compared OMol25 entry of this formula, charge and spin): 74.8 kcal per mole
* SMILES string: C=C1N(C)N(C)CS1(=O)=O
* DFT total energy: -23253.428 eV
* HOMO level: -8.557 eV

Positions of all 20 atoms, in Å:
C -2.193 1.130 0.405
C -1.117 0.447 0.047
N 0.096 0.176 0.668
C 0.393 0.912 1.848
N 1.069 -0.609 0.111
C 1.928 0.073 -0.819
C 0.272 -1.690 -0.551
S -1.146 -0.766 -1.323
O -0.580 -0.339 -2.617
O -2.415 -1.375 -1.275
H -3.087 0.969 -0.054
H -2.078 1.729 1.343
H 1.416 0.894 2.044
H 0.256 1.991 1.839
H -0.131 0.485 2.769
H 2.618 0.698 -0.197
H 2.610 -0.823 -1.371
H 1.385 0.608 -1.626
H 0.643 -2.217 -1.471
H 0.061 -2.296 0.231

***

Entry from OMol25: an isolated molecule of C5H9N (the ωB97M-V functional and the def2-TZVPD basis).

Values from the calculation:
* LUMO: 1.01 eV
* relative energy (zero: lowest compared OMol25 entry of this formula, charge and spin): 46.2 kcal per mole
* SMILES string: [H]/N=C\CC(=C)C
* DFT total energy: -6818.991 eV
* HOMO level: -8.621 eV

Positions of all 15 atoms, in Å:
H -0.429 -0.589 2.407
N 0.199 -1.309 2.046
C 0.229 -1.374 0.769
C -0.954 -0.756 -0.233
C -0.047 0.338 -0.618
C 1.048 0.090 -1.395
C -0.171 1.638 0.128
H 0.813 -2.140 0.251
H -1.120 -1.500 -1.013
H -1.831 -0.438 0.329
H 1.780 0.866 -1.587
H 1.101 -0.783 -2.038
H -1.209 1.853 0.398
H 0.164 2.480 -0.486
H 0.428 1.626 1.043

***

Entry from OMol25: a cluster of 2 separate species, C29H25F2 in total (the ωB97M-V functional and the def2-TZVPD basis).

Values from the calculation:
* LUMO: -5.70 eV
* total charge: +1
* DFT total energy: -35906.514 eV
* HOMO level: -11.276 eV

Positions of all 56 atoms, in Å:
C 1.303 -3.057 5.130
C 1.266 -2.504 3.746
C 2.207 -1.569 3.336
F 3.188 -1.192 4.206
C 2.221 -1.025 2.071
C 1.178 -1.332 1.205
C 0.920 -0.598 -0.080
C 1.909 0.444 -0.549
C 2.338 1.395 0.364
C 3.304 2.298 -0.015
F 3.698 3.269 0.849
C 3.899 2.271 -1.257
C 5.111 3.091 -1.514
C 3.360 1.397 -2.193
C 2.405 0.465 -1.831
C 0.329 -2.398 1.520
C 0.322 -2.925 2.800
H 0.459 -3.750 5.259
H 2.223 -3.638 5.316
H 1.235 -2.291 5.920
H 3.003 -0.335 1.821
H 0.707 -1.290 -0.896
H 1.908 1.444 1.359
H 5.261 3.230 -2.589
H 5.078 4.090 -1.060
H 6.029 2.596 -1.146
H 3.803 1.402 -3.176
H 2.043 -0.262 -2.528
H -0.399 -2.746 0.782
H -0.415 -3.678 3.090
C -1.826 0.835 -0.231
C -1.706 1.209 -1.601
C -2.913 1.153 -2.326
C -4.152 0.635 -1.642
H -4.815 0.178 -2.377
C -3.865 -0.359 -0.538
C -2.669 -0.227 0.198
C -2.508 -1.017 1.377
C -3.361 -2.092 1.597
C -4.509 -2.259 0.798
C -4.783 -1.345 -0.206
C -2.957 1.612 -3.637
C -1.800 2.013 -4.290
C -0.584 2.074 -3.581
C -0.571 1.807 -2.223
H -0.031 -0.070 0.041
H -1.432 1.507 0.529
H -4.684 1.509 -1.195
H -1.651 -0.817 2.042
H -3.170 -2.799 2.403
H -5.175 -3.097 0.974
H -5.671 -1.429 -0.825
H -3.909 1.556 -4.154
H -1.828 2.277 -5.344
H 0.330 2.371 -4.091
H 0.347 1.971 -1.636

***

- Look up the DFT total energy of the first one.
  -57253.627 eV

***

- Which formula does entry 2 have?
  C5H10N2O2S

***

- Which of these has the lowest DFT total energy?
  C26H54N6O10